Entry a
Here is an isolated molecule of C2H7N3O from the OMol25 dataset. Energies are from the ωB97M-V functional and the def2-TZVPD basis.

## Properties
Spin multiplicity: 1
E_LUMO, Ha: 0.0354
HOMO, eV: -8.70
SMILES: [H]/N=C(/NN)OC
HOMO-LUMO gap, eV: 9.67

The geometry in XYZ format:
```
13
Properties=species:S:1:pos:R:3:nbo_charge:R:1
H -1.181 -1.583 0.994 0.3529
N -0.253 -1.193 1.102 -0.8085
C 0.131 -0.333 0.230 0.6912
N 1.498 0.121 0.369 -0.4878
N 2.027 1.379 0.004 -0.6539
O -0.552 0.304 -0.712 -0.4914
C -1.826 -0.323 -0.988 -0.2782
H 1.812 -0.331 1.275 0.3714
H 1.655 2.089 0.724 0.3372
H 3.119 1.408 -0.017 0.3739
H -2.308 0.133 -1.901 0.2182
H -1.601 -1.466 -0.996 0.1923
H -2.520 -0.203 -0.085 0.1826
```


Entry b
Here is a cluster of 2 separate species, C2H7N3O in total from the OMol25 dataset. Energies are from the ωB97M-V functional and the def2-TZVPD basis.

## Properties
Spin multiplicity: 1
E_LUMO, Ha: 0.0291
HOMO, eV: -8.97
SMILES: [H]/N=N/N=C/C.O
HOMO-LUMO gap, eV: 9.77

The geometry in XYZ format:
```
13
Properties=species:S:1:pos:R:3:nbo_charge:R:1
H -3.210 -1.212 0.113 0.3408
N -2.198 -1.164 -0.031 -0.5085
N -1.785 -0.032 0.328 0.0559
N -0.667 0.444 0.144 -0.1784
C 0.409 0.798 0.690 0.1095
C 1.357 1.719 0.007 -0.6532
H 0.687 0.421 1.672 0.1764
H 2.336 1.249 -0.064 0.2308
H 1.003 1.958 -0.991 0.2306
H 1.469 2.642 0.576 0.2235
O 0.495 -2.118 -0.619 -0.9761
H 0.556 -2.713 -1.368 0.4656
H -0.452 -1.991 -0.456 0.4831
```


entry a is preferred energetically. Next in line: 14.3 kcal/mol higher.